Here is a structure of composition C29H26ClO15PPrS2 in a non-equilibrium geometry from the Open Molecules 2025 dataset. Energies are from ωB97M-V with the def2-TZVPD basis set.

Computed properties:
- Molar mass: 886.0 g mol⁻¹
- Total charge: -1
- F_max: 4.0 eV Å⁻¹
- HOMO (alpha / beta): -6.420 / -6.474 eV
- Kohn-Sham gap (alpha / beta): 8.807 / 8.862 eV
- E_LUMO (alpha / beta): 2.387 / 2.387 eV
- 2S+1: 3
- Energy: -4364.28038 Eh

Each line ends with the Mulliken charge.
Geometry (Å):
Pr (0.79061, -0.35825, 0.14319)  0.421
O (3.23712, -3.45469, 2.20144)  -0.578
C (2.99151, -2.30384, 1.62446)  0.357
O (2.02429, -2.11788, 0.92279)  -0.018
C (3.89656, -1.12068, 1.91057)  -0.618
O (3.04121, -0.01640, 2.09858)  -0.088
C (2.41781, 0.01293, 3.38615)  -0.193
C (1.04111, 0.73822, 3.28497)  0.083
O (0.70792, 1.43347, 4.23278)  -0.806
O (0.40477, 0.47525, 2.21566)  -0.498
H (2.44588, -4.01080, 2.01580)  0.532
H (4.46900, -0.92092, 1.00249)  0.342
H (4.55567, -1.29070, 2.76383)  0.403
H (3.06434, 0.52470, 4.10080)  0.310
H (2.20764, -1.00323, 3.74375)  0.344
O (0.42273, 0.35347, -2.18860)  -0.426
S (1.18472, -0.78826, -2.70428)  1.500
O (2.09614, -0.51211, -3.77583)  -0.748
O (1.75100, -1.55923, -1.58653)  -0.420
C (-0.07351, -1.90617, -3.31063)  0.477
C (0.27553, -2.77378, -4.33077)  -0.675
C (-0.57451, -3.81255, -4.67405)  -0.792
C (-1.75140, -3.98355, -3.96191)  -0.670
C (-2.10348, -3.10428, -2.94843)  -0.945
C (-1.28373, -2.02721, -2.61917)  0.010
P (-1.65691, -0.88797, -1.21674)  1.001
C (-2.26256, 0.64068, -2.04180)  1.011
C (-2.43718, 1.74052, -1.20284)  -0.382
C (-2.82071, 2.96419, -1.72402)  -0.755
C (-3.04517, 3.09491, -3.08746)  -0.551
C (-2.90240, 1.99680, -3.92102)  -0.736
C (-2.51241, 0.77052, -3.40092)  -0.347
C (-3.31872, -1.42270, -0.62455)  0.612
C (-4.42750, -1.53242, -1.46393)  -0.269
C (-5.67754, -1.82421, -0.94575)  -0.870
C (-5.83984, -1.99702, 0.42330)  -0.511
C (-4.75324, -1.85518, 1.26985)  -0.894
C (-3.49988, -1.55981, 0.74964)  -0.490
H (1.22652, -2.62250, -4.82566)  0.553
H (-0.30983, -4.49746, -5.46910)  0.381
H (-2.40033, -4.82178, -4.18504)  0.397
H (-3.01058, -3.28293, -2.39010)  0.539
H (-2.25103, 1.63121, -0.14106)  0.320
H (-2.92111, 3.82055, -1.06910)  0.438
H (-3.32720, 4.05470, -3.50255)  0.374
H (-3.08085, 2.09946, -4.98462)  0.399
H (-2.37958, -0.08056, -4.05951)  0.405
H (-4.31363, -1.36924, -2.52944)  0.526
H (-6.52934, -1.90574, -1.61006)  0.392
H (-6.81727, -2.23101, 0.82752)  0.385
H (-4.87495, -1.97577, 2.33869)  0.430
H (-2.65698, -1.42716, 1.41225)  0.322
O (-0.25427, -3.16887, -0.24699)  -0.568
Cl (-0.46747, -3.35481, 1.16217)  2.041
O (0.56770, -4.18930, 1.72759)  -0.980
O (-1.72259, -3.99226, 1.39109)  -0.736
O (-0.45142, -2.05148, 1.79534)  -0.625
C (4.04536, 4.85417, 4.52113)  -1.529
C (3.52951, 4.15577, 3.29125)  1.222
C (4.36638, 3.39052, 2.48658)  -0.960
C (3.87816, 2.75896, 1.35311)  -0.448
C (2.54184, 2.89153, 1.02138)  0.240
C (1.68962, 3.64321, 1.81565)  -0.397
C (2.18590, 4.26843, 2.94477)  -0.690
S (1.88081, 2.09146, -0.43250)  1.669
O (2.11688, 2.97780, -1.53378)  -0.776
O (2.59236, 0.79623, -0.50989)  -0.536
O (0.46577, 1.86963, -0.09226)  -0.414
H (5.10762, 4.66350, 4.67168)  0.351
H (3.50153, 4.51649, 5.40517)  0.320
H (3.90087, 5.93272, 4.43451)  0.349
H (5.41033, 3.27541, 2.75683)  0.273
H (4.51519, 2.15020, 0.72428)  0.472
H (0.64162, 3.69471, 1.55320)  0.387
H (1.51959, 4.83240, 3.58670)  0.354

Atomic forces in eV per Å
-2.18 -2.20 2.51
0.12 -0.14 0.04
0.07 0.31 0.18
1.22 -1.07 0.32
-0.24 0.12 0.04
0.14 -0.20 0.25
-0.34 0.27 -0.08
0.65 -0.15 0.33
-0.16 -0.05 -0.04
-0.10 0.44 0.80
-0.12 -0.05 -0.06
0.12 -0.03 0.06
0.04 -0.05 -0.02
-0.02 0.02 0.00
0.03 -0.02 -0.01
0.22 -0.03 -0.45
-0.03 -0.84 -2.29
-0.07 0.00 0.14
0.56 -0.37 -0.72
0.10 0.06 0.18
0.07 0.08 -0.06
-0.06 0.04 0.05
-0.01 -0.09 -0.07
0.05 0.08 0.01
0.10 0.00 -0.01
-2.16 0.08 -0.91
0.07 0.02 0.11
-0.02 -0.12 -0.14
-0.01 0.01 0.02
-0.04 0.06 -0.01
-0.02 -0.02 -0.04
0.05 -0.03 0.01
0.18 -0.03 0.26
-0.04 0.02 -0.03
0.01 0.00 -0.09
0.00 -0.01 0.08
-0.07 0.00 0.00
0.02 0.01 -0.14
-0.03 -0.04 -0.03
0.01 0.00 0.00
-0.01 0.02 0.00
0.01 0.00 -0.01
0.04 0.09 0.04
-0.02 -0.01 0.00
0.00 0.00 0.01
0.01 -0.01 0.00
0.03 0.03 -0.01
-0.02 0.01 0.01
0.00 -0.01 0.00
0.00 0.01 0.00
0.01 0.01 0.00
0.01 -0.06 0.06
0.22 0.04 -0.31
-0.56 -1.25 0.46
0.24 -0.17 0.13
-0.24 0.03 0.02
-0.05 0.27 0.25
-0.05 -0.06 -0.04
-0.03 0.04 0.02
0.03 -0.01 -0.03
-0.01 -0.02 -0.16
-0.16 -0.12 -0.11
-0.05 -0.07 -0.07
0.06 0.03 0.00
1.36 3.26 -0.04
-0.05 -0.28 0.01
1.04 0.92 -0.38
0.01 1.15 -0.21
0.00 -0.01 0.01
0.03 0.02 0.02
0.02 0.01 0.04
0.00 0.03 -0.01
0.06 0.00 0.07
-0.01 0.02 0.09
-0.03 -0.01 -0.03

Here is a structure of composition C29H26F7IrN3OS3Sb from the Open Molecules 2025 dataset. Energies are from ωB97M-V with the def2-TZVPD basis set.

Computed properties:
- Molar mass: 975.7 g mol⁻¹
- Total charge: +2
- F_max: 0.8 eV Å⁻¹
- HOMO: -14.055 eV
- Kohn-Sham gap: 5.665 eV
- E_LUMO: -8.391 eV
- 2S+1: 1
- Energy: -3597.93160 Eh

Each line ends with the Mulliken charge.
Geometry (Å):
Ir (0.88938, -1.54828, 0.97565)  1.972
O (-0.01706, -2.97227, 0.02905)  -0.376
N (-0.64276, -3.95682, 0.72411)  0.265
C (-1.34257, -4.84307, -0.01912)  -0.376
C (-1.97002, -5.88484, 0.60463)  -0.770
C (-1.87205, -5.99732, 1.99585)  -0.209
C (-1.15033, -5.07291, 2.71730)  -0.903
C (-0.51058, -4.02978, 2.04937)  0.902
S (0.49408, -2.85694, 2.83856)  -0.448
H (-1.33050, -4.63933, -1.08081)  0.583
H (-2.52398, -6.60178, 0.01777)  0.468
H (-2.36071, -6.81465, 2.50842)  0.439
H (-1.05568, -5.14438, 3.79173)  0.464
S (-1.16660, -0.65482, 1.57782)  -0.179
C (-0.98582, 1.01291, 1.32614)  0.824
N (-1.99149, 1.82944, 1.42208)  0.120
C (-1.76636, 3.27483, 1.24963)  -0.912
C (-0.69663, 3.49299, 0.21457)  -0.621
N (0.51086, 2.73336, 0.59031)  0.054
C (1.82521, 3.34272, 0.22829)  -0.806
C (1.77012, 3.86798, -1.17637)  0.023
C (1.81847, 5.23520, -1.42396)  -0.372
C (1.74417, 5.70471, -2.72782)  -0.710
C (1.61157, 4.80844, -3.77899)  -0.499
C (1.56377, 3.44125, -3.53309)  -0.586
C (1.64738, 2.96959, -2.23362)  0.134
C (0.38165, 1.55022, 1.10801)  -0.173
S (1.71112, 0.60822, 1.65598)  -0.241
C (-3.36647, 1.34151, 1.70177)  -1.819
C (-3.94511, 0.60978, 0.51603)  0.945
C (-4.02860, 1.23483, -0.72507)  -0.193
C (-4.55680, 0.55794, -1.81134)  -0.881
C (-5.01916, -0.74375, -1.65943)  -0.507
C (-4.95408, -1.36378, -0.42131)  -0.720
C (-4.41055, -0.69065, 0.66417)  -0.153
H (-1.49957, 3.70690, 2.21739)  0.344
H (-2.70069, 3.72202, 0.91921)  0.524
H (-0.42509, 4.54396, 0.14741)  0.576
H (-1.01517, 3.16354, -0.77667)  0.356
H (2.57836, 2.56746, 0.34957)  0.500
H (2.02105, 4.13602, 0.95233)  0.362
H (1.93450, 5.93393, -0.60263)  0.452
H (1.79440, 6.76728, -2.92251)  0.410
H (1.55417, 5.17481, -4.79509)  0.415
H (1.47261, 2.74208, -4.35337)  0.494
H (1.63669, 1.90162, -2.04800)  0.350
H (-3.94523, 2.22273, 1.97332)  0.586
H (-3.32256, 0.69064, 2.57875)  0.632
H (-3.69756, 2.26078, -0.85074)  0.332
H (-4.62274, 1.04768, -2.77322)  0.442
H (-5.44167, -1.26718, -2.50623)  0.445
H (-5.33370, -2.36917, -0.29756)  0.445
H (-4.37083, -1.17177, 1.63553)  0.477
F (6.80067, -2.61869, 1.85974)  -0.280
C (5.53224, -2.26539, 1.76093)  0.241
C (5.06969, -1.74472, 0.56972)  -0.980
C (3.74195, -1.35178, 0.48809)  0.106
C (2.89125, -1.63278, 1.55465)  -0.020
C (3.39171, -2.04376, 2.79480)  -0.005
C (4.72037, -2.38556, 2.88954)  -0.873
H (5.74210, -1.60109, -0.26446)  0.560
H (3.40442, -0.85398, -0.40903)  0.454
H (2.78299, -2.10524, 3.68319)  0.529
H (5.14228, -2.74387, 3.81823)  0.492
F (0.64778, -0.51799, -0.88884)  -0.588
Sb (1.43755, -1.21495, -2.65010)  2.259
F (0.57085, 0.24453, -3.42433)  -0.547
F (-0.10032, -2.27058, -2.79666)  -0.508
F (2.27679, -1.89407, -4.15072)  -0.487
F (2.15109, -2.48811, -1.41556)  -0.647
F (2.87575, -0.08585, -2.18298)  -0.585

Atomic forces in eV per Å
-0.31 0.21 0.75
0.26 -0.11 0.08
-0.14 -0.03 -0.15
-0.05 -0.04 -0.10
0.05 0.09 -0.06
0.04 0.05 0.06
-0.08 -0.12 0.03
0.11 0.09 0.21
0.04 0.03 -0.12
-0.03 -0.03 -0.01
0.00 0.01 -0.02
0.00 0.00 0.00
0.02 0.02 0.00
0.31 -0.13 -0.05
-0.08 -0.08 -0.08
-0.09 0.03 -0.01
-0.02 0.00 0.03
0.02 -0.01 -0.02
0.04 -0.08 -0.01
-0.03 0.01 0.03
-0.02 0.03 -0.05
0.01 0.00 0.02
0.00 -0.01 -0.01
0.00 0.01 0.01
0.00 -0.01 -0.01
0.01 0.01 0.04
0.25 0.13 -0.05
-0.22 -0.15 0.00
0.05 0.02 0.03
-0.01 -0.03 -0.02
0.03 -0.01 -0.01
0.00 0.00 0.00
0.00 0.00 0.00
0.00 0.00 -0.01
-0.03 0.02 0.02
-0.01 0.01 0.00
0.00 0.00 0.00
-0.01 0.00 0.02
0.01 0.01 -0.01
0.01 -0.01 -0.01
-0.01 -0.02 0.00
0.00 0.00 0.00
0.00 0.00 0.00
0.00 0.00 0.00
0.00 -0.01 0.01
-0.01 0.11 0.01
-0.03 -0.01 -0.01
0.02 0.01 0.00
0.00 -0.01 0.00
0.00 0.00 0.00
0.00 0.00 0.00
0.00 0.00 0.00
0.01 0.00 0.00
0.03 0.00 0.02
-0.04 0.01 -0.03
0.02 -0.03 -0.01
-0.05 0.07 -0.08
-0.18 -0.01 -0.05
0.01 0.06 0.06
0.00 -0.01 -0.01
0.01 0.00 0.00
0.05 -0.01 0.12
-0.04 -0.03 -0.01
0.01 -0.01 0.00
0.16 0.15 -0.07
0.00 -0.45 0.09
-0.05 0.01 -0.04
0.03 0.09 0.02
-0.03 0.02 0.02
-0.05 0.06 -0.48
0.01 0.04 -0.05

Here is a structure of composition C29H26FFeN2O3PS from the Open Molecules 2025 dataset. Energies are from ωB97M-V with the def2-TZVPD basis set.

Computed properties:
- Molar mass: 588.4 g mol⁻¹
- F_max: 0.5 eV Å⁻¹
- HOMO (alpha / beta): -7.415 / -7.818 eV
- Kohn-Sham gap (alpha / beta): 7.509 / 7.909 eV
- E_LUMO (alpha / beta): 0.094 / 0.091 eV
- 2S+1: 5
- Energy: -3559.05177 Eh

Each line ends with the Mulliken charge.
Geometry (Å):
Fe (0.38563, -0.09075, -1.21494)  0.544
O (3.89144, -1.16998, -1.05089)  -0.752
S (2.96454, -1.55131, -0.01975)  1.287
O (3.18542, -2.80038, 0.64708)  -0.650
O (1.54513, -1.44715, -0.51925)  -0.633
C (3.00125, -0.25162, 1.21195)  0.508
C (4.01592, 0.67991, 1.06253)  -0.565
C (4.15989, 1.72620, 1.96320)  -0.576
C (3.28631, 1.83555, 3.02873)  -0.756
C (2.27772, 0.89445, 3.18363)  -0.257
C (2.09678, -0.16014, 2.28403)  0.007
P (0.57832, -1.11155, 2.73386)  -0.321
C (0.73013, -2.86305, 2.26417)  0.282
C (0.14907, -3.46176, 1.15163)  0.504
C (0.28592, -4.82231, 0.93279)  -0.559
C (1.02717, -5.59747, 1.81161)  -0.536
C (1.61217, -5.01045, 2.92334)  -0.616
C (1.44309, -3.65730, 3.15963)  -0.529
C (-0.68137, -0.41568, 1.59822)  1.166
C (-0.52038, 0.84421, 1.00442)  -1.474
C (-1.59496, 1.48829, 0.38861)  0.145
C (-2.83729, 0.87597, 0.34316)  -0.751
C (-3.00157, -0.38566, 0.90237)  -0.621
C (-1.94072, -1.02059, 1.52660)  -0.792
H (4.68839, 0.57590, 0.22279)  0.527
H (4.95906, 2.44361, 1.82951)  0.425
H (3.38779, 2.63955, 3.74573)  0.430
H (1.60497, 0.97328, 4.02939)  0.368
H (-0.38825, -2.85506, 0.43752)  -0.113
H (-0.17267, -5.27842, 0.06440)  0.399
H (1.14605, -6.65817, 1.63186)  0.383
H (2.18977, -5.60994, 3.61469)  0.398
H (1.88157, -3.20803, 4.04373)  0.381
H (0.42470, 1.36905, 1.09733)  0.626
H (-1.44542, 2.47001, -0.04335)  0.375
H (-3.67776, 1.38700, -0.11045)  0.520
H (-3.96911, -0.87062, 0.87240)  0.425
H (-2.09640, -1.98737, 1.98953)  0.520
C (-4.54226, -0.02988, -3.64780)  -0.928
N (-3.39939, -0.60838, -2.96568)  0.259
C (-3.25977, -1.91290, -2.56492)  -0.398
C (-2.01708, -2.01273, -2.02217)  -0.779
N (-1.39209, -0.79097, -2.09363)  0.024
C (-2.25574, 0.02702, -2.66373)  -0.329
H (-5.44626, -0.53544, -3.31739)  0.338
H (-4.44094, -0.13328, -4.72698)  0.320
H (-4.61867, 1.02377, -3.38867)  0.347
H (-4.04294, -2.63674, -2.70253)  0.474
H (-1.52884, -2.87589, -1.60441)  0.539
H (-2.08859, 1.07429, -2.85821)  0.458
F (-1.08376, 6.33985, -0.31639)  -0.374
C (-0.50946, 5.20288, -0.77833)  0.432
C (-0.99172, 4.62716, -1.93616)  -0.854
C (-0.39479, 3.46288, -2.39965)  -0.093
C (0.67370, 2.85420, -1.72624)  0.792
C (1.22344, 1.55482, -2.15382)  -1.986
C (1.14731, 3.50126, -0.57521)  -0.229
C (0.56232, 4.66176, -0.09405)  -0.681
H (-1.80704, 5.09715, -2.47016)  0.441
H (-0.75236, 3.02517, -3.32604)  0.469
H (2.29181, 1.48571, -1.92084)  0.607
H (1.15293, 1.44756, -3.24234)  0.555
H (1.99606, 3.08232, -0.04430)  0.423
H (0.93185, 5.15025, 0.79788)  0.449

Atomic forces in eV per Å
0.28 0.32 -0.22
-0.02 0.01 0.02
0.09 0.22 0.02
-0.01 0.02 -0.03
-0.27 -0.47 0.07
-0.01 -0.13 0.05
0.05 0.05 0.01
0.00 0.04 0.01
0.02 -0.01 -0.02
0.01 -0.03 -0.01
-0.04 0.06 -0.05
-0.02 -0.01 0.07
0.02 -0.02 -0.07
0.01 0.02 0.01
0.00 0.00 0.01
0.00 -0.02 0.01
-0.01 -0.04 0.02
0.00 0.02 0.01
0.07 0.02 -0.03
0.01 0.03 0.03
0.04 -0.04 -0.02
-0.02 0.01 0.02
-0.01 0.04 -0.02
0.03 0.01 0.00
0.01 -0.02 -0.01
0.00 0.01 0.00
0.00 0.01 0.01
-0.02 0.00 0.00
-0.02 -0.01 0.00
0.01 0.00 -0.02
0.01 0.00 0.00
0.01 0.00 0.00
0.00 0.01 0.00
-0.02 0.02 0.00
-0.01 0.03 0.02
0.00 -0.01 -0.01
-0.01 -0.01 0.00
0.00 0.00 0.01
-0.02 0.01 0.01
0.04 0.07 -0.02
-0.02 -0.09 0.02
0.09 -0.02 -0.06
-0.21 0.03 0.07
0.10 -0.06 0.02
0.00 0.01 -0.01
-0.02 0.00 0.00
0.01 0.00 -0.02
0.00 -0.01 0.00
0.00 0.00 0.03
0.00 0.02 0.02
-0.01 -0.02 0.00
0.03 0.00 0.00
0.03 0.04 0.04
0.09 -0.02 0.05
-0.18 0.20 0.14
0.20 -0.06 -0.26
-0.06 -0.04 -0.05
-0.06 0.04 -0.02
-0.01 0.01 0.01
0.00 -0.03 0.00
-0.03 -0.06 0.11
-0.11 -0.08 0.03
-0.01 -0.05 0.00
-0.01 0.02 0.00